Record 1
{"formula": "C5H11NO", "method": "ωB97M-V/def2-TZVPD", "total_charge": -1, "s2": 0.753, "gap_ev": [3.078, 6.676], "multiplicity": 2, "de_lowest_kcal_mol": 40.71, "species": ["O", "C", "C", "C", "C", "C", "N", "H", "H", "H", "H", "H", "H", "H", "H", "H", "H", "H"], "coordinates": [[2.229, 0.604, 1.031], [1.525, 0.265, 2.015], [0.133, -0.311, 1.823], [-0.808, 0.399, 0.838], [-0.475, 0.245, -0.686], [-0.884, -0.601, -2.930], [-1.340, -0.591, -1.511], [1.873, 0.623, 3.005], [-0.287, -0.403, 2.797], [0.079, -1.413, 1.494], [-1.778, -0.056, 0.962], [-0.919, 1.500, 1.132], [0.530, -0.258, -0.751], [-0.356, 1.230, -0.978], [-1.738, -0.534, -3.708], [-0.286, -1.547, -3.208], [-0.230, 0.223, -3.208], [-2.277, -0.038, -1.570]], "atomic_forces_ev_per_a": [[1.1, 0.3, -1.9], [-1.1, -0.2, 0.8], [1.0, -1.1, -0.4], [-0.4, 0.7, -0.2], [2.3, -2.3, 2.0], [-0.2, -1.3, -1.3], [-2.9, 1.9, -1.2], [-0.6, -0.3, 0.3], [-0.8, 0.3, 1.0], [0.5, 0.9, -0.1], [-0.7, -0.2, 0.2], [0.3, -1.3, -0.6], [-0.7, 0.7, 0.2], [0.2, 2.0, -1.5], [1.0, -0.3, 1.5], [-0.9, 1.2, 0.7], [0.2, 0.3, 0.3], [1.8, -1.5, 0.3]]}

Record 2
{"formula": "C2H12NO3", "method": "ωB97M-V/def2-TZVPD", "total_charge": 2, "s2": 0.755, "gap_ev": [11.996, 2.774], "multiplicity": 2, "de_lowest_kcal_mol": 28.06, "species": ["C", "C", "N", "H", "H", "H", "H", "H", "H", "H", "H", "O", "H", "H", "O", "H", "H", "O"], "coordinates": [[-1.670, 0.360, -2.612], [-1.531, 1.581, -0.540], [-0.954, 1.033, -1.521], [-1.703, 1.068, -3.435], [-1.127, -0.520, -2.926], [-2.667, 0.086, -2.294], [-2.597, 1.484, -0.412], [-1.046, 2.348, 0.042], [0.053, 1.101, -1.648], [1.353, 1.381, 2.629], [0.747, 2.683, 2.180], [0.953, 1.795, 1.841], [1.763, -0.758, 0.425], [1.465, -1.702, -0.815], [1.180, -0.922, -0.324], [1.338, -3.550, 2.575], [2.409, -4.159, 3.592], [2.036, -3.309, 3.244]], "atomic_forces_ev_per_a": [[0.1, -0.2, 0.0], [-0.2, 1.1, -0.3], [-0.2, -0.3, -0.3], [-0.1, 0.0, -0.1], [0.2, -0.2, 0.0], [-0.2, 0.1, 0.1], [-0.2, -0.3, -0.1], [0.6, -0.5, 0.5], [0.1, 0.3, 0.2], [-0.1, 0.1, -0.4], [0.1, -0.1, -0.2], [0.1, 0.0, 0.7], [0.3, -0.1, -0.3], [0.3, 0.0, 0.2], [-0.6, 0.2, 0.0], [0.2, 0.0, 0.3], [0.1, -0.1, 0.1], [-0.3, -0.1, -0.3]]}

Record 3
{"formula": "C12H27N3O4", "method": "ωB97M-V/def2-TZVPD", "total_charge": 0, "smiles": "CC[C@H](C)[C@H](N)C(=O)O.NCCCC[C@H](N)C(=O)O", "gap_ev": 8.944, "de_lowest_kcal_mol": 108.01, "species": ["C", "C", "C", "C", "C", "N", "C", "O", "O", "H", "H", "H", "H", "H", "H", "H", "H", "H", "H", "H", "H", "H", "N", "C", "C", "C", "C", "C", "N", "C", "O", "O", "H", "H", "H", "H", "H", "H", "H", "H", "H", "H", "H", "H", "H", "H"], "coordinates": [[-4.567, -0.326, 1.174], [-3.383, -0.323, 0.211], [-2.670, -1.679, 0.113], [-2.086, -2.132, 1.455], [-1.602, -1.673, -1.004], [-1.104, -3.032, -1.251], [-0.416, -0.782, -0.602], [-0.460, 0.422, -0.628], [0.656, -1.461, -0.184], [-4.253, -0.475, 2.212], [-5.102, 0.628, 1.132], [-5.284, -1.117, 0.924], [-3.736, -0.042, -0.790], [-2.657, 0.446, 0.500], [-3.422, -2.421, -0.202], [-1.403, -1.377, 1.860], [-1.530, -3.070, 1.357], [-2.878, -2.295, 2.191], [-2.046, -1.215, -1.897], [-1.829, -3.723, -1.082], [-0.807, -3.138, -2.216], [0.423, -2.408, -0.308], [-1.685, 4.582, -0.778], [-0.821, 3.810, 0.109], [0.017, 2.717, -0.559], [0.898, 1.956, 0.430], [1.724, 0.860, -0.237], [2.650, 0.133, 0.752], [3.625, 1.051, 1.314], [3.304, -1.051, 0.053], [4.474, -1.122, -0.243], [2.425, -2.032, -0.234], [-1.123, 5.026, -1.500], [-2.321, 3.955, -1.264], [-1.453, 3.362, 0.886], [-0.156, 4.514, 0.626], [-0.654, 2.017, -1.077], [0.647, 3.173, -1.338], [0.264, 1.506, 1.207], [1.575, 2.649, 0.943], [1.072, 0.130, -0.716], [2.344, 1.296, -1.034], [2.033, -0.268, 1.566], [4.134, 0.590, 2.062], [4.324, 1.250, 0.600], [2.930, -2.722, -0.698]], "atomic_forces_ev_per_a": [[0.0, 0.0, 0.1], [0.0, 0.0, -0.1], [0.0, 0.0, 0.0], [0.0, 0.0, 0.0], [0.0, 0.1, -0.2], [-0.1, -0.1, -0.2], [-2.0, -1.5, 0.3], [-4.2, -3.7, -0.5], [-6.6, 1.4, 0.3], [0.0, 0.0, -0.1], [0.1, -0.1, 0.0], [0.1, 0.1, 0.0], [0.1, 0.0, 0.1], [-0.1, -0.1, 0.0], [0.1, 0.1, 0.0], [-0.1, -0.1, 0.0], [-0.1, 0.1, 0.0], [0.1, 0.0, -0.1], [0.0, -0.1, 0.1], [0.1, 0.1, 0.0], [0.0, 0.0, 0.1], [-0.1, 0.1, 0.0], [-0.1, 0.0, -0.2], [0.4, 0.0, 0.2], [-0.2, 1.0, -0.4], [0.4, 0.4, 0.1], [1.9, 0.3, -0.2], [0.0, 0.3, -0.1], [0.3, -0.2, 0.1], [0.4, 0.2, 0.1], [-0.3, 0.0, 0.0], [5.8, -2.5, -0.4], [-0.1, 0.0, 0.1], [0.1, 0.1, 0.0], [0.1, 0.0, -0.1], [-0.1, 0.0, 0.0], [0.4, 1.5, 0.1], [0.1, 0.1, 0.2], [0.1, 0.1, 0.0], [-0.1, 0.0, -0.1], [3.2, 2.0, 0.2], [0.2, 0.2, 0.2], [0.1, 0.0, -0.1], [0.0, 0.1, 0.0], [-0.1, 0.0, 0.1], [0.4, 0.1, 0.1]]}

Record 4
{"formula": "C27H33CdFO12P", "method": "ωB97M-V/def2-TZVPD", "total_charge": 1, "gap_ev": 4.175, "de_lowest_kcal_mol": 5.73, "species": ["Cd", "F", "C", "C", "C", "C", "C", "C", "O", "O", "H", "H", "H", "H", "H", "H", "C", "C", "C", "C", "C", "C", "O", "O", "H", "H", "H", "H", "H", "H", "C", "C", "C", "C", "C", "C", "O", "O", "H", "H", "H", "H", "H", "H", "C", "C", "C", "C", "C", "C", "O", "O", "H", "H", "H", "H", "H", "H", "C", "O", "P", "O", "O", "C", "O", "C", "H", "H", "H", "H", "H", "H", "H", "H", "H"], "coordinates": [[-3.083, -0.372, 1.323], [-1.655, -0.531, -0.121], [-3.537, 2.897, -4.603], [-2.989, 2.942, -3.320], [-2.704, 1.762, -2.644], [-2.945, 0.518, -3.187], [-3.524, 0.469, -4.446], [-3.743, 1.635, -5.164], [-4.361, 1.598, -6.386], [-2.074, 1.906, -1.401], [-3.806, 3.796, -5.134], [-2.725, 3.852, -2.796], [-2.564, -0.356, -2.669], [-3.732, -0.470, -4.946], [-4.828, 0.769, -6.518], [-1.735, 1.024, -1.146], [-0.641, 2.985, 1.633], [0.416, 3.673, 2.208], [0.592, 3.568, 3.588], [-0.307, 2.863, 4.365], [-1.428, 2.267, 3.802], [-1.538, 2.277, 2.410], [-2.620, 1.611, 1.793], [1.626, 4.180, 4.223], [-0.828, 3.086, 0.568], [1.107, 4.269, 1.628], [-0.268, 2.918, 5.446], [-2.204, 1.756, 4.356], [-3.251, 2.260, 1.441], [2.382, 4.284, 3.635], [2.193, -3.260, -0.685], [0.996, -2.631, -0.983], [-0.080, -3.334, -1.507], [0.044, -4.702, -1.722], [1.261, -5.332, -1.466], [2.324, -4.624, -0.912], [3.417, -5.330, -0.481], [-1.296, -2.720, -1.673], [2.996, -2.770, -0.145], [0.801, -1.583, -0.787], [-0.804, -5.308, -2.008], [1.248, -6.409, -1.561], [4.113, -4.693, -0.276], [-1.285, -1.916, -1.118], [2.839, 0.735, -1.294], [1.633, 1.415, -1.282], [1.467, 2.529, -2.104], [2.496, 2.946, -2.933], [3.707, 2.288, -2.884], [3.889, 1.149, -2.104], [5.049, 0.438, -2.033], [0.323, 3.274, -2.072], [2.960, -0.149, -0.682], [0.804, 1.048, -0.687], [2.310, 3.832, -3.523], [4.558, 2.699, -3.418], [5.611, 0.579, -2.800], [-0.494, 2.760, -1.918], [1.117, -0.165, 2.403], [0.791, -1.551, 2.627], [-0.599, -1.834, 3.345], [-1.758, -1.130, 2.735], [-0.435, -1.480, 4.880], [0.633, -2.010, 5.676], [-0.704, -3.408, 3.350], [-0.446, -4.116, 2.102], [2.054, 0.089, 2.898], [0.325, 0.534, 2.668], [1.342, -0.053, 1.345], [1.223, -1.179, 6.057], [1.271, -2.724, 5.160], [0.168, -2.506, 6.527], [0.609, -4.374, 2.008], [-0.654, -3.442, 1.267], [-1.043, -5.019, 2.067]], "atomic_forces_ev_per_a": [[0.5, -0.9, -0.5], [-0.1, 0.0, -0.5], [0.6, -0.5, 0.8], [-0.1, -0.3, -0.2], [0.3, 0.5, 0.1], [0.2, 0.2, 0.0], [0.5, 0.0, -0.4], [-1.4, 0.2, 0.1], [0.2, 0.3, -0.2], [0.0, -0.5, -0.1], [0.0, 0.0, -0.1], [-0.2, 0.2, -0.3], [-0.4, -0.2, -0.1], [0.1, -0.1, 0.2], [0.1, -0.1, 0.0], [-0.1, 0.2, 0.2], [-0.2, 0.3, -0.8], [-0.2, -0.6, 0.5], [0.6, 0.2, -0.4], [-1.2, 0.1, 0.7], [0.2, -0.4, -1.2], [0.7, 0.5, 1.0], [-1.1, 1.4, 0.0], [0.0, -0.2, 0.2], [0.1, -0.2, 0.0], [-0.1, 0.0, -0.2], [0.4, -0.1, 0.0], [0.2, 0.1, 0.3], [0.4, 0.1, 0.0], [-0.1, 0.2, -0.1], [0.0, -0.4, 0.3], [-0.3, 0.3, -0.2], [-0.1, -0.3, 0.3], [0.5, 0.1, 0.1], [-0.8, 0.1, 0.3], [-0.3, -0.3, 0.1], [0.1, 0.3, -0.3], [0.2, 0.0, 0.1], [0.0, 0.3, -0.2], [0.4, 0.1, 0.1], [-0.1, 0.2, -0.2], [0.6, 0.0, 0.0], [0.1, -0.2, 0.0], [-0.2, -0.1, -0.3], [0.0, -0.3, 0.0], [0.1, 0.2, -0.4], [-0.5, -0.4, 0.3], [-0.4, 0.2, 0.6], [0.8, -0.1, -0.2], [-0.5, 0.4, 0.2], [0.2, -0.2, 0.1], [-0.4, 0.4, -0.2], [0.1, -0.1, 0.0], [0.0, 0.1, 0.1], [0.3, 0.0, -0.1], [-0.1, -0.2, -0.2], [-0.1, 0.2, 0.0], [0.5, -0.1, 0.1], [0.9, 0.4, -0.8], [-1.2, 0.1, 0.5], [1.4, -1.3, 1.1], [0.2, -0.2, 0.9], [-0.7, 0.3, -1.5], [0.2, -0.2, 0.8], [0.2, 0.6, -0.3], [0.3, 0.4, -0.5], [-0.2, -0.2, 0.4], [0.0, -0.2, 0.2], [-0.3, 0.0, -0.2], [0.0, 0.0, -0.2], [-0.1, 0.1, -0.3], [0.0, 0.0, -0.1], [0.0, 0.0, 0.3], [-0.2, -0.3, -0.1], [-0.2, 0.1, 0.1]]}

Record 5
{"formula": "C24H19IrN4S", "method": "ωB97M-V/def2-TZVPD", "total_charge": 2, "gap_ev": 6.470, "de_lowest_kcal_mol": 22.68, "species": ["Ir", "C", "C", "C", "C", "C", "C", "C", "C", "C", "C", "C", "C", "C", "C", "C", "N", "H", "H", "H", "H", "H", "H", "H", "H", "H", "H", "C", "N", "C", "C", "N", "C", "S", "C", "C", "C", "C", "C", "N", "H", "H", "H", "H", "H", "H", "H", "H", "H"], "coordinates": [[0.250, 0.156, 0.502], [3.580, 0.961, 3.008], [4.067, 2.140, 2.463], [3.433, 2.739, 1.375], [2.306, 2.147, 0.837], [1.818, 0.952, 1.384], [2.445, 0.359, 2.468], [1.528, 2.653, -0.298], [1.799, 3.823, -1.005], [0.979, 4.175, -2.042], [-0.119, 3.368, -2.395], [-0.985, 3.704, -3.463], [-2.035, 2.897, -3.780], [-2.263, 1.718, -3.037], [-1.447, 1.367, -1.997], [-0.355, 2.188, -1.654], [0.490, 1.864, -0.612], [4.078, 0.506, 3.853], [4.947, 2.604, 2.887], [3.829, 3.662, 0.970], [2.058, -0.558, 2.897], [2.642, 4.441, -0.733], [1.169, 5.084, -2.601], [-0.797, 4.612, -4.022], [-2.697, 3.155, -4.594], [-3.102, 1.086, -3.296], [-1.640, 0.469, -1.427], [-3.879, -1.667, 3.174], [-3.032, -2.435, 2.256], [-3.157, -3.785, 1.988], [-2.200, -4.117, 1.115], [-1.467, -2.947, 0.837], [-2.006, -1.934, 1.561], [-1.612, -0.270, 1.650], [-0.363, -2.906, -0.041], [0.008, -4.080, -0.692], [1.085, -4.082, -1.546], [1.791, -2.903, -1.754], [1.371, -1.785, -1.093], [0.311, -1.761, -0.239], [-4.633, -2.336, 3.576], [-4.362, -0.851, 2.639], [-3.275, -1.265, 3.985], [-3.922, -4.392, 2.441], [-1.992, -5.072, 0.678], [-0.533, -4.997, -0.538], [1.371, -4.997, -2.046], [2.642, -2.851, -2.417], [1.879, -0.837, -1.224]], "atomic_forces_ev_per_a": [[-1.0, -0.3, -0.7], [0.0, 0.0, 0.0], [0.0, 0.0, 0.0], [0.0, 0.0, 0.0], [0.1, 0.0, 0.1], [0.1, -0.1, 0.3], [0.1, 0.1, 0.0], [0.0, 0.1, 0.0], [0.0, 0.0, 0.0], [0.0, 0.0, 0.0], [0.0, 0.0, -0.1], [0.1, 0.1, 0.0], [-0.1, -0.1, 0.0], [0.0, 0.1, -0.1], [0.1, 0.0, 0.1], [0.1, 0.0, 0.1], [0.0, 0.4, 0.0], [0.0, 0.0, 0.0], [0.0, 0.0, 0.0], [0.0, 0.0, 0.0], [0.0, 0.0, 0.0], [0.0, 0.0, 0.0], [0.0, 0.0, 0.0], [0.0, 0.0, 0.0], [0.0, 0.0, 0.0], [0.0, 0.0, 0.0], [-0.1, 0.0, 0.0], [0.1, 0.0, 0.0], [-0.1, -0.1, 0.1], [0.0, 0.1, 0.0], [0.0, 0.0, 0.0], [0.2, -0.2, -0.1], [-0.2, 0.1, 0.2], [0.4, 0.1, 0.0], [0.0, 0.1, 0.0], [0.0, -0.1, -0.1], [0.0, -0.1, 0.0], [0.0, 0.1, 0.0], [0.0, -0.1, -0.1], [0.2, -0.2, 0.2], [0.0, 0.0, 0.0], [0.0, 0.0, 0.0], [0.0, 0.0, 0.0], [0.0, 0.0, 0.0], [0.0, 0.0, 0.0], [0.0, 0.0, 0.0], [0.0, 0.0, 0.0], [0.0, 0.0, 0.0], [0.0, 0.0, 0.0]]}

Record 6
{"formula": "C6H6ClNO2", "method": "ωB97M-V/def2-TZVPD", "total_charge": 0, "smiles": "CO/C(=N\\Cl)c1ccco1", "gap_ev": 9.207, "de_lowest_kcal_mol": 44.57, "species": ["C", "O", "C", "N", "Cl", "C", "C", "C", "C", "O", "H", "H", "H", "H", "H", "H"], "coordinates": [[2.596, 0.679, -0.977], [1.441, 0.376, -0.115], [0.230, 0.762, -0.392], [-0.304, 1.721, -1.053], [0.578, 2.810, -2.070], [-0.809, -0.159, 0.196], [-0.539, -1.236, 1.004], [-1.729, -1.604, 1.505], [-2.660, -0.798, 0.915], [-2.144, 0.142, 0.175], [2.370, 0.121, -1.890], [3.406, 0.267, -0.353], [2.635, 1.815, -1.177], [0.525, -1.581, 1.054], [-1.856, -2.457, 2.191], [-3.740, -0.857, 0.987]], "atomic_forces_ev_per_a": [[-1.1, 1.2, 0.5], [1.4, -0.1, 0.2], [-2.5, 0.2, -0.6], [-0.1, 0.0, -0.5], [0.1, -0.2, 0.5], [1.9, 1.1, 0.1], [3.9, 1.9, -2.2], [-2.5, -2.4, 1.5], [-2.2, -1.6, 2.0], [1.9, 0.2, -0.9], [0.7, 0.2, 0.0], [-0.1, 0.4, -0.8], [0.3, -2.1, 0.4], [-1.5, 0.1, 0.5], [-0.4, 0.7, -0.5], [0.2, 0.3, 0.0]]}

What did the first record say?
{"formula": "C5H11NO", "method": "ωB97M-V/def2-TZVPD", "total_charge": -1, "s2": 0.753, "gap_ev": [3.078, 6.676], "multiplicity": 2, "de_lowest_kcal_mol": 40.71, "species": ["O", "C", "C", "C", "C", "C", "N", "H", "H", "H", "H", "H", "H", "H", "H", "H", "H", "H"], "coordinates": [[2.229, 0.604, 1.031], [1.525, 0.265, 2.015], [0.133, -0.311, 1.823], [-0.808, 0.399, 0.838], [-0.475, 0.245, -0.686], [-0.884, -0.601, -2.930], [-1.340, -0.591, -1.511], [1.873, 0.623, 3.005], [-0.287, -0.403, 2.797], [0.079, -1.413, 1.494], [-1.778, -0.056, 0.962], [-0.919, 1.500, 1.132], [0.530, -0.258, -0.751], [-0.356, 1.230, -0.978], [-1.738, -0.534, -3.708], [-0.286, -1.547, -3.208], [-0.230, 0.223, -3.208], [-2.277, -0.038, -1.570]], "atomic_forces_ev_per_a": [[1.1, 0.3, -1.9], [-1.1, -0.2, 0.8], [1.0, -1.1, -0.4], [-0.4, 0.7, -0.2], [2.3, -2.3, 2.0], [-0.2, -1.3, -1.3], [-2.9, 1.9, -1.2], [-0.6, -0.3, 0.3], [-0.8, 0.3, 1.0], [0.5, 0.9, -0.1], [-0.7, -0.2, 0.2], [0.3, -1.3, -0.6], [-0.7, 0.7, 0.2], [0.2, 2.0, -1.5], [1.0, -0.3, 1.5], [-0.9, 1.2, 0.7], [0.2, 0.3, 0.3], [1.8, -1.5, 0.3]]}

Which formula does entry 1 have? C5H11NO